Entry 1:
Computed, not measured: the molecule C3H6BrClFNO, with ωB97M-V/def2-TZVPD.

Atoms and positions in Å:
Br -0.809800 -0.137917 -2.613584
Cl 2.289068 -0.801998 -1.096825
F 0.663259 -0.830318 1.016363
O 0.429480 0.937203 -0.196075
N -0.597023 -0.988543 -1.005346
C 0.473156 -0.338013 -0.248284
C 1.150532 1.613588 0.778856
C -1.768828 -1.183480 -0.168201
H -2.320311 -0.177274 -0.005079
H -2.299175 -1.983468 -0.524073
H 1.047932 2.703295 0.556896
H -1.440991 -1.404250 0.838609
H 2.199587 1.167234 0.813892
H 0.983116 1.423942 1.852851

Force components x, y, z for each atom (eV/Å):
-0.42 0.13 -0.49
-1.60 0.15 0.51
-0.66 -0.64 -0.94
-1.79 1.86 -0.34
2.38 0.05 1.85
1.62 -2.46 -0.45
3.00 0.64 1.44
0.47 3.87 1.33
0.22 -1.70 -0.68
-1.78 -1.57 -0.98
0.48 -1.10 0.14
0.28 -0.43 0.07
-0.71 1.26 -0.93
-1.49 -0.05 -0.53

Results
LUMO = 0.4 eV
SMILES = CO[C@](F)(Cl)N(C)Br
Energy relative to the best compared isomer or geometry (same formula, charge and spin) = 1.3 kcal/mol
Strongest force on any atom = 4.11 eV Å⁻¹
Kohn-Sham gap = 10.02 eV

=====

Entry 2:
Computed, not measured: a 2-piece molecular cluster, C3H6BrF2O2P overall, with ωB97M-V/def2-TZVPD.

Atoms and positions in Å:
Br 3.445872 -0.516419 0.707708
P 0.819168 -0.023253 -0.878244
F 1.408565 1.113145 1.552256
F 2.534333 1.924311 -0.071837
O 0.453427 -1.362020 -0.105222
O 1.614335 -0.361549 -2.048981
C 1.962753 0.828726 0.348472
C -2.144457 1.158569 -0.893465
C -0.603064 -1.511751 0.884557
H -1.507144 -0.915394 0.477293
H -2.084426 0.760428 -1.904224
H -2.735679 0.602552 -0.275892
H -0.771109 -2.673198 0.835004
H -2.115271 2.144012 -0.457784
H -0.277305 -1.168166 1.830366

Force components x, y, z for each atom (eV/Å):
-0.59 0.58 -0.08
-0.87 -0.25 0.78
-0.30 -0.25 -0.46
0.10 0.77 -0.69
-0.44 0.22 0.65
0.35 0.34 -1.22
1.00 -1.08 1.47
1.17 0.36 -0.85
-1.33 -1.67 -2.86
1.27 -1.20 1.06
0.20 0.94 0.10
-1.38 -1.95 1.56
-0.08 2.43 0.53
0.65 0.50 -0.97
0.24 0.26 0.97

Results
LUMO (spin up / spin down) = -0.8 / -2.0 eV
Energy relative to the best compared isomer or geometry (same formula, charge and spin) = 60.9 kcal/mol
Strongest force on any atom = 3.57 eV Å⁻¹
Kohn-Sham gap (spin up / spin down) = 8.50 / 7.77 eV

=====

Entry 3:
Computed, not measured: a 2-piece molecular cluster, C3H6BrF2O3P overall, with ωB97M-V/def2-TZVPD.

Atoms and positions in Å:
Br -1.402584 0.674528 0.454541
P 0.643375 0.300335 -0.228456
F -4.318608 -0.427387 -1.328024
F -4.600262 0.284278 0.570218
O 0.756144 0.575269 -1.666696
O 1.036660 -1.167876 0.254494
O 1.539422 1.089278 0.807720
C 0.272926 -2.340571 0.012191
C -4.110493 -0.726329 -0.087397
C 2.284340 2.226799 0.333453
H -0.595144 -2.441901 0.641101
H 2.382669 2.195032 -0.701558
H 1.063672 -3.018272 0.409505
H 1.687649 3.183371 0.679687
H 0.024573 -2.599630 -0.964482
H 3.335657 2.193075 0.813702

Force components x, y, z for each atom (eV/Å):
0.17 -0.02 0.16
0.43 -0.80 -0.24
0.00 0.00 -0.36
-0.09 0.15 0.21
0.10 0.09 0.72
-0.94 1.77 -0.49
0.12 0.04 -0.58
2.16 -1.31 2.61
-0.10 -0.27 0.12
0.18 1.87 3.27
-0.38 0.44 0.34
0.09 0.07 -1.81
-1.17 -0.54 -0.57
1.45 -1.77 -0.76
-0.13 0.19 -1.97
-1.88 0.09 -0.63

Results
LUMO = 0.2 eV
Strongest force on any atom = 3.78 eV Å⁻¹
Kohn-Sham gap = 10.96 eV

=====

Number 1: electronic energy -3381.8908 a.u.. Number 2: electronic energy -3383.3754 a.u.. Number 3: electronic energy -3458.7217 a.u..